No. 1
Molecular formula: C18H15F3N2O4S2
Method: DFT, ωB97M-V/def2-TZVPD

HOMO energy	-0.3296	Eh
ΔE to the lowest compared entry with this formula, charge and spin	0.00	kcal per mole
net charge	0
structure (SMILES)	O=C(CN(Cc1ccco1)S(=O)(=O)c1cccs1)Nc1ccccc1C(F)(F)F
orbital gap	9.5075	eV

Atoms and positions in Å:
O 0.9159 -0.6480 0.6239
C -0.0517 0.0386 0.3855
C -1.3909 -0.5625 -0.0325
N -1.2526 -1.8348 -0.6880
C -0.3369 -1.9305 -1.8140
C -0.6471 -0.8921 -2.8369
C -1.4163 -0.9181 -3.9619
C -1.3719 0.3901 -4.5051
C -0.5836 1.1153 -3.6687
O -0.1410 0.3512 -2.6544
S -1.3743 -3.1946 0.2658
O -1.5351 -4.3043 -0.6223
O -2.3827 -2.9167 1.2446
C 0.1679 -3.3909 1.1079
C 1.3151 -3.9417 0.6268
C 2.3658 -3.8810 1.5656
C 1.9865 -3.2833 2.7270
S 0.3421 -2.7884 2.7027
N -0.0793 1.4009 0.4530
C 0.9593 2.2645 0.7992
C 2.1271 1.8045 1.4057
C 3.1346 2.6846 1.7496
C 3.0053 4.0416 1.5037
C 1.8555 4.5169 0.9029
C 0.8373 3.6409 0.5490
C -0.3921 4.1840 -0.1173
F -0.6061 3.6396 -1.3365
F -0.3616 5.5046 -0.3020
F -1.5229 3.9291 0.5833
H -1.9452 0.1223 -0.6829
H -1.9905 -0.7556 0.8633
H 0.7044 -1.8165 -1.4817
H -0.4864 -2.9282 -2.2270
H -1.9431 -1.7637 -4.3524
H -1.8595 0.7352 -5.3932
H -0.2777 2.1423 -3.6742
H 1.3861 -4.3796 -0.3515
H 3.3537 -4.2625 1.3815
H 2.5806 -3.1076 3.6018
H -0.9485 1.8295 0.1701
H 2.2355 0.7509 1.5975
H 4.0290 2.3041 2.2184
H 3.7920 4.7269 1.7755
H 1.7406 5.5708 0.7026

---

No. 2
Molecular formula: C18H15F3NO7S
Method: DFT, ωB97M-V/def2-TZVPD

HOMO energy	-0.3945	Eh
net charge	+1
orbital gap	4.7504	eV

Atoms and positions in Å:
C -2.3675 2.0848 3.4117
C -2.4658 1.3864 2.1740
C -2.5977 1.0190 0.5680
C -4.1225 0.6319 0.0286
C -5.3976 0.6438 1.0908
O -5.9046 -0.5066 1.5591
O -5.9374 1.9988 1.4395
C -4.2416 0.2733 -1.5777
C -2.8556 0.2773 -2.4939
N -1.4693 0.6426 -1.9324
C -0.2163 0.6277 -2.8330
F 0.8376 -0.3105 -2.3005
F 0.2891 2.0114 -3.0477
F -0.5273 0.0971 -4.2134
C -1.2794 1.0371 -0.4564
C 0.1449 1.4876 0.2184
O 0.8872 0.3846 0.8798
C 2.3032 0.8818 0.8575
C 3.3650 0.2084 -0.1946
C 4.9123 0.7897 -0.2563
C 5.3184 2.0460 0.7369
C 4.2305 2.6988 1.8201
C 2.6642 2.1304 1.9033
H -2.4480 2.7691 4.3864
H -5.6098 2.5794 0.6750
H -5.3035 0.0251 -2.0300
H -3.0203 0.0028 -3.6431
H 0.9024 1.9585 -0.5622
H -0.0512 2.3045 1.0529
H 2.9618 -0.6747 -0.8680
H 5.7037 0.3440 -0.9991
H 6.4070 2.5255 0.7078
H 4.5639 3.5983 2.5088
H 1.8687 2.5800 2.6469
C 0.9766 -4.7692 0.1856
C 0.8510 -4.0857 -1.1734
O 0.1298 -2.8821 -0.9206
S 0.4987 -2.3477 0.5757
O 1.5253 -1.3367 0.4534
O -0.7320 -2.1361 1.3016
O 1.1955 -3.7163 1.1229
H 0.0470 -5.2795 0.4575
H 1.8042 -5.4830 0.2137
H 0.3244 -4.7046 -1.9038
H 1.8348 -3.8130 -1.5698

---

No. 3
Molecular formula: C18H15F4NO2
Method: DFT, ωB97M-V/def2-TZVPD

HOMO energy	-0.3225	Eh
ΔE to the lowest compared entry with this formula, charge and spin	74.42	kcal per mole
net charge	0
structure (SMILES)	O=C([O-])[C@H]1CCC[N@@H+]1C(c1cc(F)cc(F)c1)c1cc(F)cc(F)c1
orbital gap	8.5653	eV

Atoms and positions in Å:
O -0.2410 3.2296 4.2659
C -1.1531 3.9374 3.7054
O -2.3882 3.9165 3.8255
C -0.5411 4.9571 2.7100
C 0.1302 6.0997 3.4651
C 1.5643 6.2241 2.9627
C 1.8808 4.9876 2.0615
N 0.6061 4.1356 2.1072
C 0.2587 3.1593 0.9763
C 1.4714 2.4517 0.3579
C 2.1139 1.3155 0.8933
C 3.4496 1.0363 0.5539
F 4.1521 0.1117 1.2949
C 4.1130 1.6814 -0.4757
C 3.3547 2.6152 -1.1744
F 3.9226 3.2154 -2.2782
C 2.0563 2.9582 -0.8217
C -0.8911 2.1898 1.3667
C -2.2094 2.3455 0.8849
C -3.2879 1.7765 1.5724
F -4.5592 2.1746 1.2463
C -3.1207 0.8808 2.6189
C -1.8146 0.5502 2.9251
F -1.5941 -0.3124 3.9725
C -0.7161 1.1385 2.2762
H -1.2739 5.3324 1.9775
H -0.4368 7.0351 3.3220
H 0.1102 5.9390 4.5471
H 1.7055 7.1707 2.4328
H 2.2759 6.2449 3.8072
H 2.1591 5.2774 1.0236
H 2.6636 4.3733 2.5290
H 0.7667 3.5770 2.9504
H -0.1483 3.8797 0.2178
H 1.6184 0.6241 1.5700
H 5.1317 1.4472 -0.7447
H 1.4787 3.6478 -1.4379
H -2.3871 2.9420 -0.0071
H -3.9712 0.4549 3.1431
H 0.2637 0.7686 2.5564

---

No. 4
Molecular formula: C18H15FN2O3
Method: DFT, ωB97M-V/def2-TZVPD

HOMO energy	-0.3232	Eh
ΔE to the lowest compared entry with this formula, charge and spin	4.01	kcal per mole
net charge	0
structure (SMILES)	O=C(CCc1nc2ccccc2c(=O)[nH]1)OCc1ccccc1F
orbital gap	9.3567	eV

Atoms and positions in Å:
O -1.7380 -2.2880 0.1293
C -1.4932 -1.3517 -0.5869
C -0.1213 -0.7538 -0.7921
C 0.9740 -1.7004 -0.3150
C 2.3015 -1.0173 -0.1974
N 2.4021 0.2470 -0.3711
C 3.6381 0.8325 -0.2432
C 3.7521 2.2134 -0.4332
C 4.9780 2.8267 -0.3099
C 6.1168 2.0862 0.0039
C 6.0243 0.7259 0.1934
C 4.7894 0.0870 0.0722
C 4.6708 -1.3544 0.2694
O 5.5643 -2.1259 0.5432
N 3.3671 -1.8173 0.1096
O -2.4020 -0.6957 -1.3080
C -3.7705 -1.1090 -1.2014
C -4.4952 -0.2986 -0.1601
C -4.2831 -0.5217 1.1957
C -4.9249 0.2478 2.1497
C -5.7952 1.2541 1.7645
C -6.0263 1.4928 0.4215
C -5.3715 0.7182 -0.5181
F -5.6093 0.9563 -1.8260
H 0.0061 -0.4890 -1.8408
H -0.0680 0.1750 -0.2203
H 0.6908 -2.1021 0.6632
H 1.0625 -2.5500 -0.9971
H 2.8624 2.7725 -0.6759
H 5.0608 3.8936 -0.4576
H 7.0707 2.5828 0.0977
H 6.8884 0.1263 0.4369
H 3.2304 -2.8129 0.2410
H -3.7969 -2.1724 -0.9389
H -4.2025 -0.9489 -2.1908
H -3.6079 -1.3092 1.4946
H -4.7472 0.0592 3.1972
H -6.2972 1.8536 2.5083
H -6.7005 2.2675 0.0921

---

No. 5
Molecular formula: C18H15N3O6
Method: DFT, ωB97M-V/def2-TZVPD

2S+1	2
HOMO energy (spin up / spin down)	-0.0640 / -0.1963	Eh
ΔE to the lowest compared entry with this formula, charge and spin	6.28	kcal per mole
net charge	-1
orbital gap (spin up / spin down)	3.2929 / 6.8913	eV

Atoms and positions in Å:
C 0.1572 -0.1449 1.6815
C 0.5266 -1.2624 1.0132
C 1.1164 -2.3018 1.6027
C 1.4094 -2.2785 2.9325
C 1.1415 -1.0993 3.6847
C 0.5240 -0.0359 3.0096
N 2.1224 -3.4281 3.5080
O 2.3752 -4.3443 2.7446
O 2.3295 -3.5433 4.7046
H -0.5468 0.5280 1.2147
H 0.2036 -1.2608 -0.0174
H 1.2169 -3.1820 0.9849
H 1.3868 -0.9670 4.7281
H 0.3064 0.8669 3.5611
C -1.7508 3.1751 0.6890
C -2.0793 3.4527 2.0257
C -1.0751 3.4979 3.0252
C 0.3128 3.3012 2.6794
C 0.5886 2.9360 1.3224
C -0.4181 2.8855 0.3455
N 1.3112 3.5806 3.7050
O 1.1014 3.0743 4.7858
O 2.2848 4.2691 3.4835
H -2.4768 3.2407 -0.1078
H -3.1545 3.5117 2.1082
H -1.1820 3.7710 4.0646
H 1.5843 2.8176 0.9211
H -0.1254 2.8478 -0.6934
C -0.7689 -3.1232 -5.8372
C 0.2445 -3.1000 -4.8762
C 0.3240 -2.0661 -3.9596
C -0.7196 -1.1364 -3.9343
C -1.7206 -1.1364 -4.8924
C -1.7225 -2.0989 -5.8252
N -0.5470 -0.0069 -2.9586
O 0.3734 0.0501 -2.1138
O -1.2915 0.9645 -3.0982
H -0.6594 -3.9213 -6.5566
H 1.0076 -3.8613 -4.9435
H 1.1438 -2.0909 -3.2570
H -2.3877 -0.2883 -4.8464
H -2.4661 -2.0926 -6.6084

---

No. 6
Molecular formula: C18H16BrN3OS2
Method: DFT, ωB97M-V/def2-TZVPD

HOMO energy	-0.2892	Eh
ΔE to the lowest compared entry with this formula, charge and spin	328.28	kcal per mole
net charge	0
orbital gap	6.3226	eV

Atoms and positions in Å:
C -0.8972 -3.4367 2.8819
C -1.2908 -3.4688 1.6149
C -1.1778 -2.3203 0.7254
N -0.7301 -1.0188 1.3679
C 0.3887 -0.6293 1.6097
N 0.6381 0.5808 2.3068
N -0.5619 1.1214 2.4960
C -1.4480 -0.0153 1.7561
S -3.1460 0.1661 1.5431
C -3.1196 1.5792 0.4715
C -1.8747 1.1400 -0.6954
O -2.0999 0.1772 -1.4490
C -1.1196 2.2409 -0.8402
C -0.2544 2.1341 -2.0634
C 0.6635 2.9774 -2.4135
C 1.3655 3.9273 -1.2851
C 0.6204 3.8868 0.0298
C -0.3594 3.0669 0.2322
H -0.7815 2.7693 1.2097
H 1.2511 4.4058 0.7762
H 2.0960 4.4303 -1.6193
Br 1.7421 3.1076 -4.0587
H -0.6169 1.5031 -2.8495
H -2.6990 2.5789 1.0252
H -4.0942 1.3772 -0.1982
C 1.7812 -1.5353 1.2953
C 1.8476 -1.2439 -0.1922
C 2.0423 -2.5056 -1.1916
C 2.1983 -1.7640 -2.4627
C 2.2570 -0.4978 -2.4617
S 2.2268 0.0834 -1.0279
H 2.3052 0.0688 -3.5049
H 2.1702 -2.5577 -3.3239
H 1.7577 -3.3079 -0.9198
H 2.6369 -0.9860 1.7603
H 1.8244 -2.6631 1.5428
H -2.2815 -2.0089 0.1826
H -0.3482 -2.2366 -0.0538
H -1.5035 -4.2771 0.9570
H -0.8136 -4.3435 3.2954
H -0.5950 -2.5059 3.5309

---

No. 7
Molecular formula: C18H16ClF6N4OPdSSb
Method: DFT, ωB97M-V/def2-TZVPD

2S+1	4
HOMO energy (spin up / spin down)	-0.4258 / -0.4358	Eh
ΔE to the lowest compared entry with this formula, charge and spin	4.79	kcal per mole
net charge	+1
orbital gap (spin up / spin down)	7.8341 / 6.0621	eV

Atoms and positions in Å:
Pd 0.6047 -0.1641 -0.5405
Cl 6.1031 -0.3349 4.1921
C 5.0871 -0.1574 2.8415
C 5.6573 0.0579 1.5679
C 4.8403 0.2108 0.4974
C 3.3972 0.1740 0.6232
O 2.7186 0.3492 -0.4053
C 2.8347 -0.0582 1.9605
C 1.4139 -0.1142 2.2978
N 0.4498 0.2423 1.5431
C -0.8925 0.2133 1.9892
C -1.2436 0.4646 3.2897
C -2.5778 0.3337 3.7186
C -3.5472 -0.0502 2.8392
C -3.2287 -0.2599 1.4755
C -4.1943 -0.6516 0.5194
C -3.8355 -0.8060 -0.7857
C -2.5040 -0.5420 -1.1539
N -1.5855 -0.1924 -0.2915
C -1.9059 -0.0842 1.0320
C 3.6998 -0.2274 3.0127
H 6.7330 0.0931 1.4607
H 5.2359 0.3508 -0.4991
H 1.1877 -0.4915 3.2963
H -0.4865 0.7821 3.9971
H -2.8230 0.5231 4.7556
H -4.5698 -0.1960 3.1671
H -5.2128 -0.8329 0.8416
H -4.5436 -1.1263 -1.5367
H -2.1869 -0.6232 -2.1867
H 3.3070 -0.3963 4.0083
C -2.0945 2.9720 -4.2544
N -1.4405 2.8990 -2.9529
C -0.4081 2.1359 -2.6152
N 0.0651 1.2496 -3.4865
S 0.2865 2.3122 -1.0481
H -3.1547 3.1570 -4.1035
H -1.9987 2.0351 -4.7962
H -1.6801 3.7761 -4.8630
H -1.7279 3.5578 -2.2473
H -0.3385 1.0981 -4.3935
H 0.9010 0.7407 -3.2579
F 0.1296 -1.6241 -2.3135
Sb 0.5275 -3.3256 -1.3755
F 1.2854 -3.9129 -2.9657
F -1.2274 -3.7856 -1.7963
F 0.9775 -4.8488 -0.4147
F -0.1420 -2.5259 0.2293
F 2.1076 -2.3970 -0.8722

---

No. 8
Molecular formula: C18H16ClMoN4O3
Method: DFT, ωB97M-V/def2-TZVPD

HOMO energy (spin up / spin down)	-0.6397 / -0.6386	Eh
ΔE to the lowest compared entry with this formula, charge and spin	0.00	kcal per mole
net charge	+3
orbital gap (spin up / spin down)	5.7445 / 5.5531	eV

Atoms and positions in Å:
Mo 0.1225 -0.3748 -0.7239
Cl -0.4995 -6.0215 3.9116
C -0.2802 -4.8828 2.6704
C -0.0009 -5.3125 1.3719
C 0.1800 -4.3975 0.3438
C 0.0745 -3.0597 0.6535
O 0.2491 -2.1064 -0.3251
C -0.2061 -2.5869 1.9421
C -0.3304 -1.1818 2.2381
N -0.1784 -0.2039 1.4024
C -0.4007 1.1451 1.8495
C -0.3449 1.6045 3.1406
C -0.6872 2.9403 3.4318
C -1.0925 3.7922 2.4406
C -1.1277 3.3471 1.0975
C -1.5421 4.1554 0.0181
C -1.5474 3.6516 -1.2653
C -1.1053 2.3566 -1.4857
N -0.6985 1.5497 -0.4867
C -0.7456 2.0260 0.8146
C -0.3856 -3.5229 2.9569
H 0.0678 -6.3732 1.1689
H 0.3903 -4.7255 -0.6649
H -0.6002 -0.9410 3.2626
H -0.0357 0.9687 3.9603
H -0.6368 3.2802 4.4570
H -1.3824 4.8098 2.6688
H -1.8640 5.1729 0.2090
H -1.8772 4.2465 -2.1050
H -1.0795 1.9443 -2.4838
H -0.6078 -3.2057 3.9682
C 0.5358 0.1294 -5.4733
O 1.6407 0.2197 -4.4802
C 1.4086 0.1385 -3.2400
O 0.2436 0.0030 -2.7232
N 2.4722 0.2117 -2.4234
N 2.2137 0.1244 -1.0330
H 1.0441 0.2095 -6.4255
H -0.1406 0.9613 -5.3092
H 0.0497 -0.8331 -5.3550
H 3.4172 0.3540 -2.7638
H 2.4869 1.0004 -0.5798
H 2.8003 -0.6136 -0.6317

---

No. 9
Molecular formula: C18H16CoF3N6O4S4
Method: DFT, ωB97M-V/def2-TZVPD

2S+1	5
HOMO energy (spin up / spin down)	-0.3096 / -0.3076	Eh
net charge	0
orbital gap (spin up / spin down)	7.6408 / 5.0131	eV

Atoms and positions in Å:
Co 0.1919 -0.1473 0.5769
S 0.9702 -2.3600 0.4841
C 0.6367 -2.2051 2.1798
S 0.8443 -0.5979 2.7639
C 0.2145 -3.2611 2.9568
C -0.1429 -3.1307 4.3073
N -0.4889 -3.0922 5.4028
C -0.0519 -4.5148 2.3791
N -0.3262 -5.5255 1.9045
F 2.6773 3.1336 -2.6997
C 2.9757 3.6642 -1.5094
F 3.2135 4.9676 -1.7371
F 4.1487 3.1331 -1.1290
C 1.9110 3.4677 -0.4634
C 1.5281 4.5347 0.3320
C 0.5837 4.3401 1.3305
C 0.0625 3.0692 1.5095
N 0.4179 2.0450 0.7507
C 1.3193 2.2130 -0.2352
S 1.6344 0.7588 -1.0951
H 1.9757 5.5042 0.1773
H 0.2669 5.1552 1.9575
H -0.6521 2.8646 2.2946
C -3.6664 -2.9051 5.9670
C -4.2980 -1.6011 5.5439
S -3.9570 -1.1657 3.8162
O -4.6973 0.0384 3.5385
O -2.5496 -1.1439 3.5110
C -4.6711 -2.4985 2.7554
C -4.9908 -1.8907 1.3954
N -3.9087 -1.0478 0.9361
C -2.6715 -1.4598 0.5905
N -1.8547 -0.4211 0.4244
C -2.5858 0.6942 0.6712
C -3.8668 0.3271 0.9891
N -4.9563 1.2077 1.2097
O -4.6646 2.3621 1.4077
O -6.0822 0.7683 1.1046
C -2.3389 -2.8726 0.3120
H -3.8500 -3.0683 7.0272
H -2.5879 -2.8771 5.8129
H -4.0751 -3.7520 5.4181
H -3.9148 -0.7550 6.1106
H -5.3833 -1.6056 5.6028
H -5.5682 -2.8873 3.2251
H -3.9073 -3.2656 2.6958
H -5.8776 -1.2592 1.4749
H -5.1750 -2.6727 0.6520
H -2.1896 1.6844 0.5700
H -3.2200 -3.4190 -0.0158
H -1.9347 -3.3727 1.1920
H -1.5817 -2.9206 -0.4671

---

No. 10
Molecular formula: C18H16CoF6N3O6S3
Method: DFT, ωB97M-V/def2-TZVPD

HOMO energy (spin up / spin down)	-0.3038 / -0.3038	Eh
net charge	0
orbital gap (spin up / spin down)	7.4232 / 7.4208	eV

Atoms and positions in Å:
Co -0.4884 -0.0965 -0.2614
O -0.4814 -0.0976 -2.1131
C 0.5882 -0.1726 -2.8668
C 0.4062 -0.1701 -4.2639
C 1.4779 -0.2343 -5.1224
C 2.7911 -0.3073 -4.6388
C 2.9895 -0.3160 -3.2809
C 1.9130 -0.2526 -2.3779
C 2.2126 -0.2834 -0.9713
N 1.3298 -0.2784 -0.0424
N 1.7483 -0.3120 1.2814
C 0.7096 -0.1866 2.0591
O -0.5043 -0.0817 1.6104
C 0.8984 -0.2019 3.5281
C -0.2052 -0.0179 4.3549
C -0.0493 -0.0393 5.7326
C 1.2057 -0.2450 6.2865
C 2.3091 -0.4258 5.4614
C 2.1588 -0.4035 4.0855
H -0.6088 -0.1053 -4.6336
H 1.2998 -0.2239 -6.1905
H 3.6283 -0.3522 -5.3205
H 3.9946 -0.3694 -2.8778
H 3.2493 -0.3145 -0.6471
H -1.1768 0.1492 3.9101
H -0.9085 0.1087 6.3734
H 1.3265 -0.2607 7.3620
H 3.2889 -0.5821 5.8935
H 3.0090 -0.5381 3.4313
F -5.0829 0.1208 -1.5210
C -4.4387 1.2844 -1.4966
F -3.7494 1.4235 -2.6229
F -5.3191 2.2715 -1.3962
S -3.3114 1.3046 -0.0412
O -2.4495 0.1451 -0.3015
O -4.1555 1.2186 1.0990
N -2.6065 2.6888 -0.1851
S -1.0901 3.0230 -0.3432
O -0.7086 4.1826 0.3817
O -0.2064 1.8650 -0.1891
C -0.9259 3.5276 -2.1112
F -1.2247 2.5340 -2.9353
F 0.3298 3.9075 -2.3278
F -1.7421 4.5487 -2.3448
C 0.4363 -3.1094 -1.1705
S -0.9320 -2.2749 -0.3654
C -0.7683 -2.9542 1.2901
H 1.3715 -2.9161 -0.6497
H 0.4936 -2.7486 -2.1953
H 0.2150 -4.1750 -1.1703
H -0.9838 -4.0199 1.2368
H -1.4976 -2.4535 1.9204
H 0.2341 -2.7833 1.6776

---

No. 11
Molecular formula: C18H16F3N3O2S
Method: DFT, ωB97M-V/def2-TZVPD

HOMO energy	-0.2984	Eh
ΔE to the lowest compared entry with this formula, charge and spin	0.00	kcal per mole
net charge	0
structure (SMILES)	O=C(O)c1csc(N2N=C(c3ccccc3)[C@@H]3CC[C@H](C(F)(F)F)C[C@H]32)n1
orbital gap	8.4468	eV

Atoms and positions in Å:
O 1.3983 -1.2777 -6.4979
C 1.5292 -0.7842 -5.3556
O 2.4982 0.1229 -5.1068
C 0.5904 -1.2503 -4.2653
C -0.4723 -2.1112 -4.4670
S -1.2210 -2.5269 -2.9480
C -0.0606 -1.5113 -2.1151
N -0.0238 -1.2987 -0.7262
N -1.1500 -1.5660 0.0636
C -1.0595 -0.8209 1.1301
C -2.2053 -0.7228 2.0263
C -2.9105 -1.8473 2.4350
C -4.0096 -1.7378 3.2997
C -4.4166 -0.4713 3.7652
C -3.7397 0.6498 3.2742
C -2.6823 0.5250 2.4039
C 0.2852 -0.1479 1.2452
C 0.5422 1.2197 1.8600
C 2.0346 1.5422 1.7936
C 2.6920 1.4217 0.4074
C 2.4744 2.6389 -0.5446
F 1.1996 3.0250 -0.7679
F 3.1167 2.3896 -1.6799
F 3.1188 3.7182 -0.0273
C 2.2323 0.0491 -0.2036
C 0.7160 -0.1626 -0.1731
N 0.8210 -0.9150 -2.8877
H 2.9569 0.2601 -5.9460
H -0.7502 -2.5069 -5.4244
H -2.6011 -2.8226 2.0538
H -4.4776 -2.6425 3.7095
H -5.2774 -0.4012 4.4533
H -4.1356 1.6098 3.5525
H -2.2108 1.4339 2.0145
H 0.8947 -0.8825 1.8156
H -0.0604 1.9511 1.3133
H 0.2012 1.2196 2.8872
H 2.2745 2.5397 2.2535
H 2.5350 0.8032 2.4190
H 3.7674 1.4047 0.5084
H 2.7182 -0.7523 0.3711
H 2.5917 -0.0630 -1.2222
H 0.2757 0.6984 -0.6978

---

Number 1: M 444.5 g/mol. Number 2: M 446.4 g/mol. Number 3: M 353.3 g/mol. Number 4: M 326.3 g/mol. Number 5: M 369.3 g/mol. Number 6: M 434.4 g/mol. Number 7: M 714.0 g/mol. Number 8: M 467.7 g/mol. Number 9: M 624.6 g/mol. Number 10: M 639.5 g/mol. Number 11: M 395.4 g/mol.